1.
Here is a molecular structure, C2H4IOP3 at a distorted geometry from the Open Molecules 2025 dataset. Energies are from the ωB97M-V functional and the def2-TZVPD basis.

Summary:
Molecular weight: 263.88 g/mol
Frontier orbital gap: 7.9 eV
Highest occupied orbital energy: -8.60 eV

ORCA input file:
```
! RIJCOSX wB97M-V def2-TZVPD def2/J DEFGRID3
* xyz 0 1
C -0.569 0.018 0.317
C -0.338 0.864 1.694
O 1.053 -1.340 -1.666
P -1.299 -1.547 0.259
P -0.614 0.796 -1.250
P -0.598 -1.365 -1.854
I 1.654 1.648 -1.515
H 0.652 1.366 1.745
H -0.188 0.104 2.594
H -1.240 1.512 1.692
H 1.487 -2.055 -2.017
*
```

2.
Here is a molecular structure, C2H4LiO2Pb at a distorted geometry from the Open Molecules 2025 dataset. Energies are from the ωB97M-V functional and the def2-TZVPD basis.

Summary:
Molecular weight: 274.19 g/mol
Frontier orbital gap: 7.7 eV
Highest occupied orbital energy: -12.45 eV

ORCA input file:
```
! RIJCOSX wB97M-V def2-TZVPD def2/J DEFGRID3
* xyz 1 1
O 2.441 0.740 0.403
C 0.758 -1.909 -0.349
C -0.442 -1.511 0.144
O -0.587 -0.764 1.274
H 3.296 0.337 0.549
H 1.601 -2.070 0.331
H 0.859 -2.021 -1.429
H -1.350 -2.034 -0.187
Li -2.396 -0.309 1.496
Pb 0.863 0.752 1.538
*
```

3.
Here is a molecular structure, C2H4LiO4Pt at a distorted geometry from the Open Molecules 2025 dataset. Energies are from the ωB97M-V functional and the def2-TZVPD basis.

Summary:
Molecular weight: 294.07 g/mol
Frontier orbital gap (alpha / beta): 8.8 / 7.8 eV
Highest occupied orbital energy (alpha / beta): -29.96 / -29.41 eV

ORCA input file:
```
! RIJCOSX wB97M-V def2-TZVPD def2/J DEFGRID3
* xyz 4 4
O -2.008 0.726 0.555
C -1.109 0.614 1.381
H -1.309 1.015 2.389
H -0.323 -0.130 1.163
Pt -2.703 -1.138 -1.476
Li -1.862 2.019 -2.147
O -1.710 0.277 -1.084
C 2.635 -0.782 0.089
O 1.692 -0.006 -0.136
O 0.824 -0.270 -1.194
H 2.921 -0.834 1.146
H 2.952 -1.490 -0.687
*
```

4.
Here is a molecular structure, C2H4LiOSn at a distorted geometry from the Open Molecules 2025 dataset. Energies are from the ωB97M-V functional and the def2-TZVPD basis.

Summary:
Molecular weight: 169.71 g/mol
Frontier orbital gap: 7.7 eV
Highest occupied orbital energy: -12.26 eV

ORCA input file:
```
! RIJCOSX wB97M-V def2-TZVPD def2/J DEFGRID3
* xyz 1 1
C -0.653 -0.855 -0.187
H -0.850 -1.506 -1.056
C 0.804 -0.816 0.182
H 1.044 -1.266 1.154
H 1.472 -1.171 -0.616
O -1.181 0.444 -0.472
Li -2.914 0.803 -0.613
Sn 0.445 1.235 -0.030
H -1.507 -1.279 0.575
*
```

5.
Here is a molecular structure, C2H4LiOTb at a distorted geometry from the Open Molecules 2025 dataset. Energies are from the ωB97M-V functional and the def2-TZVPD basis.

Summary:
Molecular weight: 209.92 g/mol
Frontier orbital gap (alpha / beta): 8.8 / 8.2 eV
Highest occupied orbital energy (alpha / beta): -19.07 / -17.02 eV

ORCA input file:
```
! RIJCOSX wB97M-V def2-TZVPD def2/J DEFGRID3
* xyz 2 7
O -0.501 -0.071 0.480
Li -2.028 -0.811 0.911
Tb 1.475 -0.766 0.166
C 1.269 1.419 -0.741
C -0.189 1.263 -0.432
H 1.487 1.499 -1.814
H 1.772 2.218 -0.180
H -0.972 1.169 -1.202
H -0.517 2.218 0.005
*
```

6.
Here is a molecular structure, C2H4LiOTl at a distorted geometry from the Open Molecules 2025 dataset. Energies are from the ωB97M-V functional and the def2-TZVPD basis.

Summary:
Molecular weight: 255.38 g/mol
Frontier orbital gap (alpha / beta): 4.5 / 4.3 eV
Highest occupied orbital energy (alpha / beta): -5.17 / -4.82 eV

ORCA input file:
```
! RIJCOSX wB97M-V def2-TZVPD def2/J DEFGRID3
* xyz 0 1
O 1.287 -0.069 0.061
Li 2.842 -1.019 0.385
C 0.264 0.536 0.552
C -1.070 0.181 0.179
H 0.447 1.310 1.293
H -0.916 -0.260 -1.190
H -1.646 -0.037 1.077
H -1.920 0.550 -0.381
Tl 0.712 -1.190 -1.974
*
```

7.
Here is a molecular structure, C2H4LiOZn at a distorted geometry from the Open Molecules 2025 dataset. Energies are from the ωB97M-V functional and the def2-TZVPD basis.

Summary:
Molecular weight: 116.38 g/mol
Frontier orbital gap: 7.4 eV
Highest occupied orbital energy: -12.75 eV

ORCA input file:
```
! RIJCOSX wB97M-V def2-TZVPD def2/J DEFGRID3
* xyz 1 1
C -0.207 -0.334 -0.030
H -0.493 -1.142 -0.724
C 1.212 -0.368 0.289
H 1.501 -0.887 1.208
H 1.897 -0.495 -0.562
O -0.725 0.898 -0.467
Li -2.510 1.218 -0.384
Zn 0.823 1.748 0.036
H -1.498 -0.639 0.636
*
```

8.
Here is 2 unconnected molecules or ions with the total composition C2H4N at a distorted geometry from the Open Molecules 2025 dataset. Energies are from the ωB97M-V functional and the def2-TZVPD basis.

Summary:
Molecular weight: 42.06 g/mol
Frontier orbital gap (alpha / beta): 9.1 / 9.1 eV
Highest occupied orbital energy (alpha / beta): -18.17 / -18.17 eV

ORCA input file:
```
! RIJCOSX wB97M-V def2-TZVPD def2/J DEFGRID3
* xyz 1 1
C 0.911 -0.592 1.002
C -0.590 0.541 -0.664
N 0.227 -0.081 0.243
H 1.874 -1.960 2.134
H -0.298 1.586 -0.793
H -0.503 0.014 -1.617
H -1.622 0.491 -0.306
*
```

9.
Here is a single C2H4N2 molecule at a distorted geometry from the Open Molecules 2025 dataset. Energies are from the ωB97M-V functional and the def2-TZVPD basis.

Summary:
Molecular weight: 56.07 g/mol
Frontier orbital gap: 11.0 eV
Highest occupied orbital energy: -10.18 eV
Structure (SMILES): C=NN=C

ORCA input file:
```
! RIJCOSX wB97M-V def2-TZVPD def2/J DEFGRID3
* xyz 0 1
C -1.292 0.461 0.111
C 1.353 0.385 -0.175
H -2.357 0.625 -0.301
H -1.195 1.300 0.888
H 1.302 1.272 -0.838
H 2.419 0.498 0.402
N -0.665 -0.659 -0.299
N 0.588 -0.595 0.332
*
```

10.
Here is a molecular structure, C2H4N2O at a distorted geometry from the Open Molecules 2025 dataset. Energies are from the ωB97M-V functional and the def2-TZVPD basis.

Summary:
Molecular weight: 72.07 g/mol
Frontier orbital gap: 9.9 eV
Highest occupied orbital energy: -9.54 eV

ORCA input file:
```
! RIJCOSX wB97M-V def2-TZVPD def2/J DEFGRID3
* xyz 0 1
N -0.860 -1.036 0.745
C 0.290 -0.522 0.863
N 0.736 0.664 0.144
C -0.001 0.729 -1.067
O -1.164 0.420 -1.178
H -0.872 -2.003 1.067
H 1.121 -1.023 1.386
H 0.078 1.710 -0.095
H 0.671 1.061 -1.865
*
```

11.
Here is 3 unconnected molecules or ions with the total composition C2H4N2O at a distorted geometry from the Open Molecules 2025 dataset. Energies are from the ωB97M-V functional and the def2-TZVPD basis.

Summary:
Molecular weight: 72.07 g/mol
Frontier orbital gap: 11.9 eV
Highest occupied orbital energy: -11.25 eV
Structure (SMILES): [H][H].N=C=O.C#N

ORCA input file:
```
! RIJCOSX wB97M-V def2-TZVPD def2/J DEFGRID3
* xyz 0 1
C -2.242 -1.208 -0.260
C 1.729 -1.066 -0.366
N -2.376 -2.138 0.434
N 2.805 -1.395 0.056
O 0.653 -0.659 -0.511
H -2.296 -0.205 -0.689
H -2.034 3.694 -0.920
H -1.719 4.330 -0.792
H 3.577 -1.887 -0.383
*
```

12.
Here is a molecular structure, C2H4N2O at a distorted geometry from the Open Molecules 2025 dataset. Energies are from the ωB97M-V functional and the def2-TZVPD basis.

Summary:
Molecular weight: 72.07 g/mol
Frontier orbital gap (alpha / beta): 8.7 / 8.7 eV
Highest occupied orbital energy (alpha / beta): -9.07 / -9.07 eV

ORCA input file:
```
! RIJCOSX wB97M-V def2-TZVPD def2/J DEFGRID3
* xyz 0 1
C 1.309 0.132 -0.712
C -1.557 -0.272 0.220
N 2.093 0.818 0.134
N 0.502 -0.289 0.243
O 1.129 0.434 1.142
H 1.563 -0.052 -1.806
H -1.668 -1.316 -0.062
H -1.872 -0.033 1.263
H -1.498 0.579 -0.421
*
```

Question: Among the records above, which one has the lowest molecular weight?
Answer: C2H4N

Question: Look up the molecular weight of the fourth one.
Answer: 169.71 g/mol